The following is a quantum chemistry calculation of a cluster of 6 separate species, C25H54ClF4N2O9PS in total at a distorted geometry, from the Open Molecules 2025 dataset.

```
! RIJCOSX wB97M-V def2-TZVPD def2/J DEFGRID3
* xyz 0 1
N 0.756 -1.975 3.853
C 0.805 -2.981 2.829
C 0.226 -2.613 1.437
C -0.934 -1.580 1.334
C -0.698 -0.141 1.812
C 0.685 0.434 1.633
O 1.694 -0.060 1.843
Cl 0.691 2.159 1.108
C -1.312 -1.748 -0.193
C -1.550 -0.573 -1.114
F -1.575 -1.095 -2.360
F -0.548 0.289 -1.118
C -2.865 0.200 -0.992
F -2.968 0.954 -2.097
F -3.906 -0.617 -0.983
C -2.285 -2.942 -0.301
O -2.405 -3.671 -1.177
N -3.010 -2.937 0.932
C -2.346 -2.035 1.916
S -3.584 -0.674 2.188
P -2.399 -3.070 3.513
O -2.530 -1.987 4.731
O -3.873 -3.800 3.628
H -0.135 -1.530 3.972
H 1.529 -1.333 3.871
H 0.285 -3.866 3.192
H 1.837 -3.301 2.715
H -0.064 -3.539 0.942
H 1.043 -2.213 0.842
H -1.371 0.541 1.312
H -0.932 -0.026 2.869
H -0.412 -2.176 -0.637
H -2.922 0.887 -0.152
H -2.768 -3.873 1.296
H -4.774 -1.296 2.087
H -2.155 -1.128 4.478
H -3.700 -4.690 3.294
C 0.532 5.912 3.458
C 0.027 4.916 4.490
C 0.006 5.523 5.885
O 0.855 3.752 4.480
H 1.556 6.218 3.688
H 0.548 5.461 2.465
H -0.098 6.802 3.427
H -0.978 4.586 4.220
H 1.014 5.818 6.191
H -0.352 4.795 6.615
H -0.639 6.402 5.925
H 1.751 4.022 4.714
C 3.382 4.995 -2.628
C 3.676 5.043 -1.136
C 4.703 3.993 -0.740
O 2.472 4.841 -0.399
H 2.970 4.022 -2.907
H 2.640 5.748 -2.896
H 4.285 5.170 -3.216
H 4.044 6.035 -0.867
H 4.331 2.989 -0.961
H 4.899 4.035 0.332
H 5.645 4.139 -1.273
H 2.131 3.967 -0.624
C -0.783 -2.565 -6.105
C -1.765 -3.684 -5.792
C -3.175 -3.144 -5.603
O -1.353 -4.374 -4.615
H -0.743 -1.846 -5.283
H 0.225 -2.964 -6.232
H -1.065 -2.035 -7.017
H -1.758 -4.416 -6.602
H -3.208 -2.443 -4.764
H -3.867 -3.955 -5.373
H -3.526 -2.629 -6.500
H -1.356 -3.742 -3.886
C 3.489 -2.644 -7.968
C 3.211 -3.261 -9.330
C 1.740 -3.617 -9.486
O 4.012 -4.429 -9.504
H 3.243 -3.350 -7.169
H 4.547 -2.400 -7.867
H 2.905 -1.734 -7.818
H 3.504 -2.563 -10.115
H 1.438 -4.352 -8.735
H 1.555 -4.064 -10.463
H 1.108 -2.733 -9.380
H 3.767 -5.060 -8.817
C -2.281 1.795 6.600
C -1.065 0.891 6.742
C -0.250 1.256 7.973
O -0.261 0.990 5.568
H -1.973 2.838 6.481
H -2.856 1.527 5.711
H -2.934 1.722 7.471
H -1.386 -0.150 6.813
H 0.117 2.284 7.900
H 0.623 0.608 8.059
H -0.845 1.163 8.882
H 0.039 1.905 5.477
*
```

LUMO level ... 0.01055 Eh
Calculated total energy ... -91724.905 eV
Structure (SMILES) ... NCC[C@@]1(CC(=O)Cl)[C@H](C(F)(F)C(F)F)C(=O)N[C@@]1(S)P(O)O.CC(C)O.CC(C)O.CC(C)O.CC(C)O.CC(C)O

Löwdin population analysis, charges in e, atoms 1 to 2: N 0.03; C -0.28

The following is a quantum chemistry calculation of a structure of composition C3H8O2P at a distorted geometry, from the Open Molecules 2025 dataset.

```
! RIJCOSX wB97M-V def2-TZVPD def2/J DEFGRID3
* xyz -1 1
C 0.887 -1.142 0.215
C 0.811 1.330 0.347
C 0.161 0.086 -0.164
O -2.374 1.155 -0.480
O -2.078 -1.329 0.018
P -1.619 0.243 0.468
H 1.762 -1.148 -0.553
H 1.215 -0.917 1.188
H 0.496 -2.185 0.029
H 0.450 1.537 1.459
H 0.316 2.157 -0.138
H 1.832 1.490 0.084
H 0.144 0.198 -1.504
H -2.002 -1.477 -0.970
*
```

LUMO level ... 0.15581 Eh
Calculated total energy ... -16625.218 eV

natural (NBO) population analysis, charges in e, atoms 1 to 2: C -0.63; C -0.66

The following is a quantum chemistry calculation of a cluster of 4 separate species, C2H13NO4 in total at a distorted geometry, from the Open Molecules 2025 dataset.

```
! RIJCOSX wB97M-V def2-TZVPD def2/J DEFGRID3
* xyz 0 1
C -2.325 2.186 -2.458
N -1.557 2.070 -1.169
C -1.079 0.812 -0.713
O -1.927 0.243 0.250
H -2.299 3.244 -2.706
H -3.407 2.011 -2.086
H -1.798 1.455 -3.146
H -2.032 2.609 -0.480
H -1.153 0.214 -1.639
H -0.037 0.753 -0.352
H -1.934 -0.771 -0.079
H -1.366 -1.733 2.785
H -2.505 -0.695 2.781
O -2.291 -1.592 2.568
H 3.054 -1.015 -0.225
H 2.552 0.173 0.445
O 3.178 -0.462 0.597
H 5.617 -3.217 1.116
H 5.298 -3.019 2.519
O 6.010 -3.265 1.993
*
```

LUMO level ... 0.01102 Eh
Calculated total energy ... -11962.986 eV
Structure (SMILES) ... CNCO.O.O.O

natural (NBO) population analysis, charges in e, atoms 1 to 2: C -0.42; N -0.66

The following is a quantum chemistry calculation of a structure of composition C28H39BCl2N9SV, from the Open Molecules 2025 dataset.

```
! RIJCOSX wB97M-V def2-TZVPD def2/J DEFGRID3
* xyz 3 2
V 0.352 0.508 0.214
C -2.583 -1.153 3.891
C -1.313 -1.446 3.083
C -0.687 -2.759 3.574
C -0.325 -0.328 3.231
C 0.126 0.181 4.430
C 1.038 1.176 4.108
N 1.134 1.268 2.791
N 0.292 0.344 2.201
B 2.017 2.214 1.951
N 2.908 1.347 1.051
C 4.221 1.248 0.953
C 4.535 0.281 0.002
C 3.337 -0.206 -0.462
N 2.311 0.463 0.179
C 3.178 -1.282 -1.494
C 3.932 -2.541 -1.053
C 3.678 -0.781 -2.852
N 1.098 3.037 1.014
C 0.980 4.347 0.945
C 0.056 4.670 -0.039
C -0.400 3.488 -0.570
N 0.239 2.442 0.099
C -1.337 3.545 -1.763
C -2.452 2.535 -1.993
C -0.480 3.709 -3.027
H -3.352 -1.885 3.649
H -2.981 -0.157 3.705
H -2.386 -1.234 4.959
H -1.573 -1.553 2.028
H -0.498 -2.710 4.646
H 0.259 -2.983 3.085
H -1.377 -3.586 3.405
H -0.164 -0.133 5.417
H 1.620 1.824 4.744
H 2.652 2.934 2.648
H 4.862 1.865 1.562
H 5.520 -0.026 -0.298
H 2.118 -1.532 -1.578
H 5.005 -2.363 -1.014
H 3.764 -3.343 -1.771
H 3.613 -2.882 -0.068
H 4.734 -0.522 -2.807
H 3.133 0.100 -3.193
H 3.572 -1.567 -3.600
H 1.567 4.980 1.590
H -0.244 5.658 -0.341
H -1.853 4.493 -1.585
H -2.087 1.557 -2.287
H -3.050 2.909 -2.824
H -3.123 2.443 -1.142
H 0.130 2.821 -3.202
H 0.185 4.567 -2.959
H -1.125 3.849 -3.892
C 0.182 -1.993 -4.254
N -0.835 -1.961 -3.193
C -1.876 -2.856 -3.066
C -2.611 -2.474 -2.002
N -2.015 -1.329 -1.479
C -0.919 -1.045 -2.226
S 0.231 0.224 -2.039
C -2.606 -0.516 -0.469
C -3.984 -0.556 -0.323
C -4.580 0.252 0.628
C -3.778 1.093 1.386
C -2.419 1.072 1.172
N -1.814 0.272 0.265
H 0.129 -2.964 -4.738
H 1.166 -1.851 -3.812
H -0.024 -1.207 -4.978
H -2.000 -3.685 -3.740
H -3.481 -2.926 -1.567
H -4.591 -1.173 -0.966
H -5.653 0.238 0.755
H -4.193 1.758 2.129
H -1.766 1.714 1.746
Cl 1.628 -4.908 1.151
C 0.439 -4.111 0.195
Cl 0.551 -2.269 0.438
H -0.566 -4.368 0.514
H 0.611 -4.267 -0.865
*
```

<S²> ... 0.79
LUMO level (spin up / spin down) ... -0.41484 / -0.38127 Eh
Calculated total energy ... -105302.834 eV

Löwdin population analysis, charges in e, atoms 1 to 2: V 0.78; C -0.04

The following is a quantum chemistry calculation of a cluster of 22 separate species, C44H132O44 in total at a distorted geometry, from the Open Molecules 2025 dataset.

```
! RIJCOSX wB97M-V def2-TZVPD def2/J DEFGRID3
* xyz 0 1
C -0.106 -4.267 5.871
C -0.321 -4.148 4.367
O 0.861 -4.569 3.784
O 0.333 -5.542 6.352
H -1.017 -4.030 6.373
H 0.745 -3.602 6.050
H -0.490 -3.055 4.211
H -1.168 -4.772 4.000
H 0.610 -5.019 2.961
H 0.562 -6.093 5.576
C -4.164 -0.970 -0.798
C -3.668 -1.765 -1.983
O -3.027 -2.987 -1.634
O -5.411 -1.410 -0.297
H -4.364 0.059 -1.133
H -3.351 -0.907 -0.040
H -2.913 -1.160 -2.490
H -4.514 -1.902 -2.667
H -3.530 -3.291 -0.870
H -5.230 -2.191 0.280
C 0.579 6.845 -1.046
C -0.155 7.555 -2.161
O -0.614 8.849 -1.858
O 1.829 7.482 -0.958
H 0.673 5.824 -1.401
H 0.107 7.033 -0.100
H -1.027 6.922 -2.395
H 0.528 7.570 -3.062
H 0.028 9.273 -1.268
H 2.163 7.555 -1.837
C 1.509 -0.404 -5.572
C 1.573 1.017 -6.061
O 1.902 1.920 -5.018
O 0.936 -1.257 -6.559
H 0.880 -0.383 -4.655
H 2.482 -0.776 -5.199
H 0.580 1.182 -6.531
H 2.276 1.063 -6.879
H 1.871 2.773 -5.455
H 1.030 -2.157 -6.193
C -3.602 -2.831 2.473
C -4.262 -3.097 3.820
O -4.624 -4.502 3.814
O -4.243 -3.498 1.406
H -2.552 -3.197 2.453
H -3.579 -1.780 2.251
H -5.228 -2.570 3.884
H -3.688 -2.857 4.685
H -4.210 -4.894 4.597
H -4.664 -4.290 1.765
C -2.580 1.149 2.857
C -3.990 0.757 3.211
O -4.051 -0.087 4.303
O -1.798 -0.063 2.673
H -2.082 1.856 3.523
H -2.545 1.585 1.839
H -4.414 0.199 2.331
H -4.539 1.707 3.292
H -3.338 0.165 4.966
H -1.452 -0.267 3.562
C -4.654 4.832 1.566
C -3.945 5.771 0.606
O -3.068 4.925 -0.176
O -3.594 4.302 2.372
H -5.235 4.077 1.001
H -5.358 5.299 2.270
H -3.382 6.640 0.961
H -4.723 6.101 -0.085
H -2.255 4.813 0.355
H -3.102 3.725 1.815
C -0.742 -3.300 -3.878
C 0.654 -3.579 -3.451
O 1.559 -2.541 -3.683
O -0.789 -3.547 -5.320
H -0.917 -2.229 -3.830
H -1.450 -3.938 -3.329
H 1.029 -4.538 -3.891
H 0.661 -3.750 -2.377
H 1.412 -1.922 -2.970
H -1.641 -3.180 -5.603
C -2.636 -0.852 -6.760
C -2.342 0.005 -5.518
O -3.422 0.909 -5.266
O -3.468 -1.924 -6.341
H -1.688 -1.330 -7.081
H -3.008 -0.232 -7.589
H -1.521 0.731 -5.632
H -2.107 -0.599 -4.620
H -4.294 0.524 -5.272
H -3.972 -2.209 -7.087
C 0.271 0.405 -1.543
C -0.784 0.556 -0.468
O -0.085 0.210 0.734
O 0.721 -0.924 -1.621
H 1.041 1.148 -1.233
H -0.059 0.655 -2.558
H -1.692 0.067 -0.770
H -1.074 1.615 -0.411
H -0.730 -0.007 1.429
H 1.352 -1.050 -0.881
C 4.102 0.821 -2.446
C 3.642 2.269 -2.176
O 3.302 2.523 -0.824
O 4.476 0.803 -3.796
H 3.367 0.034 -2.189
H 5.024 0.640 -1.860
H 2.789 2.495 -2.840
H 4.415 2.979 -2.459
H 3.466 3.435 -0.558
H 3.763 1.162 -4.345
C 1.161 3.884 2.322
C 0.030 3.872 1.358
O -0.760 5.101 1.368
O 0.557 3.881 3.619
H 1.859 4.694 2.154
H 1.696 2.889 2.182
H -0.672 3.110 1.667
H 0.384 3.776 0.343
H -1.074 5.373 2.238
H 1.233 3.988 4.298
C -5.376 3.423 -3.115
C -5.147 2.782 -1.772
O -6.309 2.998 -0.913
O -6.268 2.673 -3.921
H -4.408 3.602 -3.607
H -5.704 4.465 -3.000
H -4.244 3.224 -1.327
H -4.993 1.722 -1.920
H -6.366 2.232 -0.331
H -7.040 2.581 -3.350
C 1.634 -7.224 -1.509
C 0.509 -8.243 -1.266
O 0.302 -9.084 -2.393
O 1.936 -6.599 -0.277
H 1.295 -6.526 -2.275
H 2.555 -7.704 -1.847
H -0.405 -7.645 -1.039
H 0.725 -8.942 -0.470
H 0.014 -8.602 -3.170
H 2.235 -5.696 -0.445
C 0.217 -3.585 0.491
C -0.646 -4.849 0.570
O -0.068 -5.803 1.485
O 1.388 -3.881 -0.243
H 0.554 -3.267 1.447
H -0.442 -2.910 -0.034
H -0.674 -5.247 -0.442
H -1.557 -4.612 1.096
H 0.784 -6.069 1.146
H 2.019 -3.190 -0.068
C 5.014 -6.068 1.639
C 4.411 -4.749 1.230
O 5.331 -3.666 1.322
O 5.311 -6.097 3.024
H 5.989 -6.216 1.179
H 4.281 -6.858 1.402
H 3.511 -4.474 1.795
H 4.047 -4.917 0.216
H 5.492 -3.291 0.420
H 4.514 -5.797 3.472
C 4.426 6.100 0.349
C 4.481 5.797 1.815
O 3.380 6.296 2.568
O 3.511 5.192 -0.332
H 5.440 6.069 -0.059
H 4.113 7.129 0.154
H 5.419 6.191 2.223
H 4.481 4.717 2.033
H 3.278 7.192 2.243
H 2.789 5.720 -0.660
C -1.257 1.877 6.131
C -2.071 2.389 7.310
O -2.118 1.500 8.352
O -1.724 0.589 5.750
H -0.195 1.924 6.454
H -1.362 2.572 5.310
H -3.039 2.748 6.955
H -1.572 3.343 7.618
H -2.745 0.785 8.099
H -1.041 -0.057 6.002
C 3.179 0.374 1.657
C 2.977 -1.138 1.414
O 2.786 -1.460 0.052
O 4.339 0.707 1.044
H 3.176 0.612 2.725
H 2.334 0.884 1.177
H 2.083 -1.494 1.944
H 3.898 -1.621 1.688
H 3.643 -1.637 -0.395
H 4.221 1.348 0.335
C 4.473 -2.362 -3.576
C 4.677 -3.274 -2.396
O 5.048 -2.428 -1.253
O 5.558 -1.457 -3.571
H 3.533 -1.843 -3.560
H 4.498 -2.991 -4.469
H 5.581 -3.799 -2.573
H 3.753 -3.844 -2.161
H 5.451 -1.643 -1.664
H 5.287 -0.640 -3.999
C -1.736 2.974 -3.673
C -0.592 3.623 -2.928
O -0.945 4.133 -1.653
O -2.348 2.048 -2.808
H -1.301 2.409 -4.492
H -2.414 3.732 -4.070
H -0.095 4.446 -3.509
H 0.166 2.851 -2.788
H -1.873 4.431 -1.644
H -2.787 1.411 -3.395
C 2.885 0.000 5.997
C 1.655 -0.557 5.314
O 0.666 -0.687 6.364
O 3.928 0.345 5.086
H 3.218 -0.651 6.802
H 2.597 0.962 6.434
H 1.844 -1.507 4.820
H 1.230 0.161 4.587
H 0.777 -1.505 6.853
H 4.747 -0.017 5.440
*
```

LUMO level ... -0.00261 Eh
Calculated total energy ... -137849.497 eV

Löwdin population analysis, charges in e, atoms 1 to 2: C -0.24; C -0.28

The following is a quantum chemistry calculation of a cluster of 9 separate species, H17O9 in total at a distorted geometry, from the Open Molecules 2025 dataset.

```
! RIJCOSX wB97M-V def2-TZVPD def2/J DEFGRID3
* xyz -1 1
O -0.030 -0.035 0.092
H -0.973 0.238 0.103
O 1.670 -1.629 -1.399
H 1.081 -1.079 -0.952
H 2.404 -1.394 -0.800
O -2.751 0.854 -0.105
H -2.931 -0.019 0.144
H -2.524 0.789 -1.008
O 0.365 2.130 -1.550
H 0.736 2.799 -0.949
H 0.333 1.331 -1.016
O -0.866 -2.601 -0.041
H -0.132 -3.192 0.097
H -0.531 -1.687 0.015
O 2.176 1.228 1.021
H 2.366 1.065 1.932
H 1.362 0.825 0.747
O -0.554 2.035 1.763
H 0.323 2.411 1.937
H -0.496 1.351 1.078
O -1.413 -0.235 -2.396
H -0.992 -0.422 -1.523
H -1.329 -1.072 -2.836
O 0.680 -1.412 2.167
H 1.595 -1.343 2.169
H 0.430 -0.936 1.307
*
```

LUMO level ... 0.12266 Eh
Calculated total energy ... -18705.482 eV

natural (NBO) population analysis, charges in e, atoms 1 to 2: O -1.28; H 0.47

The following is a quantum chemistry calculation of the molecule C4HCl2NO4 at a distorted geometry, from the Open Molecules 2025 dataset.

```
! RIJCOSX wB97M-V def2-TZVPD def2/J DEFGRID3
* xyz 0 1
C 2.472 -0.036 -0.085
C 1.696 1.019 -0.021
C 1.840 -1.360 0.430
C -0.073 -0.127 0.157
N -0.190 0.401 1.441
O 2.425 -2.264 0.914
O -1.011 1.302 1.593
O 0.400 -0.165 2.388
O 0.535 -1.338 0.147
Cl 4.208 -0.024 -0.125
Cl 1.606 2.661 -0.019
H -0.750 0.043 -0.794
*
```

LUMO level ... -0.04955 Eh
Calculated total energy ... -38882.822 eV

natural (NBO) population analysis, charges in e, atoms 1 to 2: C -0.25; C -0.03

The following is a quantum chemistry calculation of a cluster of 2 separate species, C7H8N4S in total at a distorted geometry, from the Open Molecules 2025 dataset.

```
! RIJCOSX wB97M-V def2-TZVPD def2/J DEFGRID3
* xyz 0 1
C 3.317 1.058 -0.355
C 0.581 0.112 0.094
C -0.258 1.214 0.214
C -0.192 -1.023 -0.038
C 2.949 -0.185 0.037
C 0.058 2.654 0.383
C -2.690 -1.316 -0.095
N 3.535 2.142 -0.696
N -1.501 0.768 0.162
N -1.468 -0.575 0.017
N 0.136 -2.357 -0.113
S 3.502 -1.613 0.418
H -0.522 3.243 -0.326
H -0.211 2.977 1.388
H 1.117 2.833 0.223
H -3.038 -1.348 -1.132
H -2.538 -2.330 0.274
H -3.446 -0.817 0.511
H 1.121 -2.524 -0.254
H -0.452 -2.915 -0.713
*
```

LUMO level (spin up / spin down) ... -0.06638 / -0.06635 Eh
Calculated total energy ... -24179.563 eV

natural (NBO) population analysis, charges in e, atoms 1 to 2: C 0.14; C -0.04